Computed, not measured: C6H10FN in the gas phase in a non-equilibrium geometry, with wB97M-V/def2-TZVPD.

* energy relative to the best compared isomer or geometry (same formula, charge and spin): 74.14 kJ/mol
* E_LUMO: 1.02 eV
* SMILES: C[C@@H]1CN[C@@H]2C[C@]12F
* calculated total energy: -10590.301 eV

CARTESIAN COORDINATES (ANGSTROEM)
C 1.437 -1.237 0.417
C 0.576 -0.473 -0.587
C 0.878 1.037 -0.755
C -1.374 0.840 -0.143
C -1.455 -0.123 1.028
C -0.903 -0.553 -0.295
H 1.350 -0.749 1.363
H 2.439 -1.235 0.017
H 1.034 -2.232 0.554
H 0.766 -0.983 -1.552
H 1.781 1.224 -0.160
H 1.006 1.253 -1.791
H -0.129 2.199 0.699
H -2.305 1.111 -0.584
H -2.460 -0.489 1.340
H -0.751 -0.055 1.860
N -0.307 1.844 -0.288
F -1.583 -1.380 -1.121

***

Computed, not measured: 2 unconnected molecules or ions with the total composition C6H10FN2O in a non-equilibrium geometry, with wB97M-V/def2-TZVPD.

* energy relative to the best compared isomer or geometry (same formula, charge and spin): 195.59 kJ/mol
* E_LUMO: -4.16 eV
* net charge: +1
* calculated total energy: -14120.152 eV

CARTESIAN COORDINATES (ANGSTROEM)
C -0.682 1.291 0.217
C -0.879 0.796 1.478
C 1.391 0.141 1.574
C 0.518 0.858 -0.555
C -1.316 -1.438 -1.303
C 0.125 -1.149 -1.186
N 0.217 0.158 2.132
N 1.641 0.601 0.358
O 0.896 1.609 -1.626
F 0.759 -1.880 -0.152
H -1.339 1.926 -0.352
H -1.713 1.048 2.198
H 2.112 -0.258 2.138
H -1.914 -1.135 -0.451
H -1.554 -2.466 -1.287
H -1.806 -1.161 -2.190
H 0.817 -1.361 -2.118
H 0.013 -0.156 3.112
H 2.504 0.248 -0.052
H 0.209 2.326 -1.935

***

Please write out number 1 again, unchanged.
Computed, not measured: C6H10FN in the gas phase in a non-equilibrium geometry, with wB97M-V/def2-TZVPD.

* energy relative to the best compared isomer or geometry (same formula, charge and spin): 74.14 kJ/mol
* E_LUMO: 1.02 eV
* SMILES: C[C@@H]1CN[C@@H]2C[C@]12F
* calculated total energy: -10590.301 eV

CARTESIAN COORDINATES (ANGSTROEM)
C 1.437 -1.237 0.417
C 0.576 -0.473 -0.587
C 0.878 1.037 -0.755
C -1.374 0.840 -0.143
C -1.455 -0.123 1.028
C -0.903 -0.553 -0.295
H 1.350 -0.749 1.363
H 2.439 -1.235 0.017
H 1.034 -2.232 0.554
H 0.766 -0.983 -1.552
H 1.781 1.224 -0.160
H 1.006 1.253 -1.791
H -0.129 2.199 0.699
H -2.305 1.111 -0.584
H -2.460 -0.489 1.340
H -0.751 -0.055 1.860
N -0.307 1.844 -0.288
F -1.583 -1.380 -1.121

***

The lowest energy relative to the best compared isomer or geometry (same formula, charge and spin) belongs to which entry? C6H10FN

***

Which formula does entry 1 have? C6H10FN